# 1
This record from the Open Molecules 2025 dataset describes a single C3H2BrN3O molecule. The level of theory is ωB97M-V/def2-TZVPD.

Each line ends with the Löwdin charge.
Geometry (Å):
C (-0.3721, -0.4801, -0.4263)  -0.18
C (0.5238, -0.8411, -2.4206)  -0.22
C (1.7045, 0.2274, -1.0675)  -0.54
N (-0.4722, -1.0125, -1.5860)  0.10
N (0.7440, -1.0561, -3.5906)  -0.08
N (0.7696, 0.2532, -0.1357)  -0.05
O (1.5518, -0.9877, -4.4866)  -0.02
Br (3.0558, 1.5033, -0.8872)  0.72
H (-1.1643, -0.5500, 0.2942)  0.12
H (0.7973, 0.8157, 0.7104)  0.14

Calculated values
relative energy (zero: lowest compared OMol25 entry of this formula, charge and spin) = 42.2 kcal per mole
HOMO-LUMO gap (alpha / beta) = 6.97 / 6.97 eV
net charge = 0
F_max = 0.03339 Eh/bohr
LUMO energy (alpha / beta) = -1.0 / -1.0 eV
M = 176.0 g mol⁻¹
HOMO (alpha / beta) = -7.974 / -7.972 eV


# 2
This record from the Open Molecules 2025 dataset describes a molecular structure, C27H60AlF2N4O26PS2. The level of theory is ωB97M-V/def2-TZVPD.

Each line ends with the Löwdin charge.
Geometry (Å):
Al (1.8453, 4.1357, -1.2755)  1.08
N (0.6168, 1.6177, -0.8283)  -0.25
S (-0.4614, 0.8014, -1.6494)  0.44
O (-1.7989, 0.7381, -1.0613)  -0.27
O (0.0545, -0.3363, -2.3869)  -0.30
F (-0.7087, 1.9057, -2.7815)  -0.18
S (0.7794, 0.3242, 0.3135)  0.63
O (1.7533, -0.7457, 0.0091)  -0.29
O (-0.3339, 0.0215, 1.2457)  -0.28
F (1.7010, 1.3568, 1.2062)  -0.21
O (-0.3626, -3.4506, 0.7820)  -0.18
P (-0.7755, -4.3302, -0.3298)  0.67
N (-2.3905, -4.1658, -0.8786)  -0.24
C (-3.4775, -4.7569, -0.1914)  -0.09
C (-2.7856, -2.9963, -1.6656)  -0.04
N (-0.4577, -6.0486, -0.0547)  -0.13
C (-0.8144, -7.1703, -0.9906)  0.00
C (0.6930, -6.3749, 0.7810)  -0.04
N (0.2243, -4.1576, -1.7206)  -0.09
C (-0.1932, -4.5427, -3.1137)  0.00
C (1.6934, -3.8823, -1.5541)  0.02
H (-4.0432, -5.3822, -0.8820)  0.11
H (-4.1542, -4.0660, 0.3114)  0.11
H (-3.1372, -5.4514, 0.5768)  0.10
H (-2.1466, -2.7375, -2.5099)  0.07
H (-2.6998, -2.0780, -1.0847)  0.09
H (-3.8129, -3.1508, -1.9955)  0.12
H (-0.2345, -7.1193, -1.9121)  0.10
H (-0.6755, -8.0989, -0.4370)  0.11
H (-1.8679, -7.0490, -1.2428)  0.10
H (0.5018, -7.3489, 1.2315)  0.12
H (1.6610, -6.4477, 0.2853)  0.11
H (0.8623, -5.6819, 1.6051)  0.10
H (0.5240, -5.2705, -3.4933)  0.11
H (-1.2437, -4.8185, -3.2064)  0.10
H (-0.2086, -3.7106, -3.8176)  0.13
H (2.1302, -4.8727, -1.4265)  0.11
H (2.0059, -3.3183, -0.6753)  0.10
H (2.0430, -3.4861, -2.5075)  0.11
C (-3.3263, 3.6758, 0.5512)  -0.02
O (-3.1396, 3.7748, -0.8577)  -0.04
C (-2.0346, 4.3880, -1.4472)  -0.50
O (-1.0544, 4.8281, -0.8336)  0.01
O (-2.2559, 4.4791, -2.7621)  0.00
C (-3.2654, 3.8494, -3.5151)  -0.03
H (-3.2512, 4.6790, 0.9707)  0.11
H (-2.6767, 2.9784, 1.0799)  0.08
H (-4.3296, 3.2740, 0.6926)  0.09
H (-4.2610, 3.9090, -3.0754)  0.11
H (-2.8825, 2.8298, -3.4717)  0.08
H (-3.2577, 4.0120, -4.5928)  0.10
C (-0.4461, 2.4007, 3.2940)  -0.05
O (-0.8333, 3.7298, 3.0380)  -0.01
C (-0.0438, 4.5732, 2.2578)  -0.54
O (0.7889, 4.2173, 1.4243)  0.00
O (-0.4909, 5.7639, 2.4632)  0.04
C (-0.0205, 6.8573, 1.7210)  -0.02
H (-0.5189, 2.1447, 4.3510)  0.10
H (0.6023, 2.2514, 3.0358)  0.07
H (-1.0882, 1.7341, 2.7183)  0.07
H (-0.3996, 7.7631, 2.1942)  0.11
H (-0.3299, 6.7827, 0.6785)  0.09
H (1.0678, 6.9142, 1.7464)  0.09
C (-0.7222, -0.0854, -5.5654)  -0.01
O (-2.0186, -0.1347, -6.1995)  0.01
C (-2.9541, -0.9653, -5.7425)  -0.51
O (-2.8496, -1.8208, -4.8440)  0.06
O (-4.1084, -0.6376, -6.4118)  -0.01
C (-5.3245, -1.2120, -6.0652)  -0.07
H (0.0770, -0.4875, -6.1880)  0.10
H (-0.6037, -0.6375, -4.6330)  0.05
H (-0.7375, 0.9850, -5.3604)  0.10
H (-5.5539, -0.9109, -5.0430)  0.10
H (-5.3858, -2.2719, -6.3122)  0.10
H (-6.1695, -0.7529, -6.5782)  0.10
C (1.7325, -2.4794, 3.0034)  -0.08
O (2.2203, -1.9541, 4.2125)  -0.02
C (3.4428, -1.2590, 4.1892)  -0.44
O (4.2277, -1.0016, 3.2511)  0.06
O (3.8356, -1.1027, 5.4933)  -0.03
C (5.0623, -0.4967, 5.7929)  -0.05
H (1.1643, -1.7125, 2.4770)  0.07
H (1.2484, -3.4313, 3.2220)  0.09
H (2.6212, -2.7967, 2.4580)  0.09
H (5.3219, -0.6807, 6.8354)  0.10
H (5.0235, 0.5740, 5.5922)  0.09
H (5.7629, -1.0307, 5.1509)  0.10
C (6.1616, -0.3620, 0.2743)  0.00
O (5.4550, 0.7596, -0.3358)  0.01
C (4.4826, 0.6727, -1.2434)  -0.57
O (3.6621, 1.6093, -1.4618)  -0.02
O (4.4757, -0.4372, -1.9205)  0.01
C (3.4989, -0.6514, -2.9309)  -0.02
H (5.4659, -1.0321, 0.7794)  0.08
H (6.8806, -0.0697, 1.0396)  0.10
H (6.6728, -0.8778, -0.5385)  0.09
H (3.5601, 0.1524, -3.6646)  0.11
H (2.5125, -0.7245, -2.4729)  0.06
H (3.7145, -1.5817, -3.4564)  0.09
C (-3.6182, -1.1160, 1.5224)  0.02
O (-4.7876, -0.7711, 2.4308)  0.00
C (-4.8584, 0.4440, 3.0192)  -0.58
O (-3.9480, 1.2425, 3.1462)  0.11
O (-6.1283, 0.6293, 3.4047)  -0.01
C (-6.5418, 1.9658, 3.7194)  -0.02
H (-2.6597, -0.9865, 2.0250)  0.08
H (-3.5217, -0.5208, 0.6144)  0.08
H (-3.6228, -2.1680, 1.2373)  0.05
H (-5.7329, 2.6812, 3.8675)  0.09
H (-7.2068, 1.9845, 4.5828)  0.10
H (-6.9009, 2.2134, 2.7204)  0.10
C (5.0839, 6.7552, 1.7982)  -0.03
O (5.2007, 5.5198, 2.5092)  0.01
C (4.3680, 4.5189, 2.1568)  -0.55
O (3.6626, 4.3371, 1.1760)  0.02
O (4.6618, 3.5528, 3.0372)  0.00
C (4.2197, 2.1892, 2.8258)  -0.02
H (4.0689, 7.1403, 1.7002)  0.09
H (5.4684, 6.5666, 0.7958)  0.10
H (5.7189, 7.5320, 2.2242)  0.10
H (4.2251, 1.9394, 1.7649)  0.08
H (3.2523, 2.0870, 3.3176)  0.09
H (4.8838, 1.4444, 3.2644)  0.07

Calculated values
relative energy (zero: lowest compared OMol25 entry of this formula, charge and spin) = 84.9 kcal per mole
HOMO-LUMO gap = 1.81 eV
net charge = +2
F_max = 0.12829 Eh/bohr
LUMO energy = -11.9 eV
M = 1016.9 g mol⁻¹
HOMO = -13.668 eV


# 3
This record from the Open Molecules 2025 dataset describes 2 unconnected molecules or ions with the total composition C3H10NOS. The level of theory is ωB97M-V/def2-TZVPD.

Each line ends with the Löwdin charge.
Geometry (Å):
C (2.4576, 0.8604, 0.1983)  -0.21
C (1.2215, 0.5103, 1.0029)  -0.59
S (0.3198, 2.0552, 1.4558)  0.62
H (3.1531, 1.3893, 0.8668)  0.05
H (2.2398, 1.4712, -0.6613)  0.06
H (3.0462, -0.0151, -0.0776)  0.06
H (0.4864, 0.0523, 0.3432)  0.00
H (1.5033, -0.0550, 1.8881)  0.06
H (-0.7806, 1.9353, 0.7023)  -0.18
N (-2.6726, -1.7836, -0.9242)  -0.05
C (-1.5664, -0.8179, -0.5487)  -0.67
O (-0.4568, -0.9795, -1.2343)  -0.33
H (-3.3255, -1.3487, -1.5556)  0.01
H (-2.1075, -2.5270, -1.3212)  0.02
H (-2.0304, 0.1899, -0.6964)  0.06
H (-1.4878, -0.9370, 0.5620)  0.07

Calculated values
relative energy (zero: lowest compared OMol25 entry of this formula, charge and spin) = 42.7 kcal per mole
HOMO-LUMO gap = 6.16 eV
net charge = -1
F_max = 0.02798 Eh/bohr
LUMO energy = 3.4 eV
M = 108.2 g mol⁻¹
HOMO = -2.760 eV


> Number 1 is which compound?

C3H2BrN3O


> Which value of M does entry 3 give?

108.2 g mol⁻¹